Record 1
This record from the OMol25 dataset describes a structure of composition C39H34GeN3O8STc in a non-equilibrium geometry. The level of theory is ωB97M-V/def2-TZVPD.

Computed properties:
- strongest force on any atom (eV/Å) = 2.02
- total charge = -2
- gap between HOMO and LUMO (alpha / beta) (hartree) = 0.20475 / 0.20401
- spin multiplicity = 3
- energy relative to the best compared isomer or geometry (same formula, charge and spin) (kcal/mol) = 24.6
- <S²> = 2.01
- lowest unoccupied orbital energy (alpha / beta) (eV) = 3.90 / 3.90
- highest occupied orbital energy (alpha / beta) (Ha) = -0.061 / -0.061

Atoms and positions in Å:
1 Tc -0.728 -0.194 0.238
2 O -1.531 3.374 -4.574
3 C -1.246 2.655 -3.439
4 C -0.274 1.660 -3.452
5 C -0.013 0.961 -2.287
6 N -0.671 1.211 -1.150
7 C -1.650 2.127 -1.145
8 C -1.957 2.886 -2.260
9 C -2.369 2.186 0.196
10 O -3.116 3.122 0.444
11 O -2.068 1.228 0.986
12 C 0.840 -0.283 -2.214
13 O 1.573 -0.591 -3.151
14 O 0.653 -0.971 -1.155
15 H -0.938 3.071 -5.273
16 H 0.273 1.404 -4.348
17 H -2.756 3.609 -2.214
18 O -2.456 -0.566 -0.933
19 N -3.187 -1.571 -1.360
20 C -2.680 -2.419 -2.263
21 C -3.452 -3.383 -2.863
22 C -4.802 -3.484 -2.503
23 C -5.311 -2.613 -1.583
24 C -4.516 -1.611 -0.985
25 S -5.127 -0.482 0.071
26 H -1.635 -2.265 -2.488
27 H -3.026 -4.039 -3.603
28 H -5.429 -4.243 -2.950
29 H -6.351 -2.629 -1.298
30 O 2.592 1.802 2.015
31 C 1.409 1.602 1.698
32 O 0.936 0.479 1.382
33 C 0.543 2.868 1.659
34 C 0.967 3.606 0.404
35 Ge 2.953 3.811 0.240
36 C 3.449 5.214 1.566
37 C 4.257 4.998 2.672
38 C 4.437 5.990 3.623
39 C 3.800 7.212 3.487
40 C 2.990 7.442 2.388
41 C 2.821 6.449 1.441
42 C 3.001 4.710 -1.569
43 C 2.366 4.023 -2.598
44 C 2.238 4.563 -3.863
45 C 2.768 5.814 -4.135
46 C 3.444 6.496 -3.138
47 C 3.558 5.946 -1.872
48 C 4.195 2.283 -0.026
49 C 3.700 1.104 -0.562
50 C 4.517 0.004 -0.739
51 C 5.852 0.072 -0.379
52 C 6.356 1.240 0.167
53 C 5.532 2.339 0.336
54 H 0.798 3.465 2.540
55 H -0.521 2.646 1.664
56 H 0.513 4.600 0.371
57 H 0.617 3.075 -0.477
58 H 4.728 4.034 2.795
59 H 5.065 5.810 4.486
60 H 3.928 7.983 4.238
61 H 2.480 8.392 2.278
62 H 2.185 6.629 0.584
63 H 1.962 3.039 -2.403
64 H 1.721 4.010 -4.635
65 H 2.656 6.250 -5.120
66 H 3.877 7.466 -3.351
67 H 4.089 6.492 -1.102
68 H 2.653 1.020 -0.813
69 H 4.098 -0.907 -1.142
70 H 6.497 -0.787 -0.516
71 H 7.395 1.285 0.476
72 H 5.934 3.248 0.765
73 C -0.513 -3.762 -0.148
74 C -0.799 -3.195 1.205
75 C -0.968 -3.953 2.342
76 C -1.210 -3.050 3.396
77 C -1.169 -1.793 2.844
78 C -1.368 -0.500 3.554
79 N -0.915 -1.863 1.499
80 H 0.051 -4.690 -0.041
81 H 0.066 -3.064 -0.747
82 H -1.438 -4.012 -0.677
83 H -0.912 -5.027 2.400
84 H -1.397 -3.301 4.426
85 H -1.673 -0.694 4.582
86 H -2.131 0.090 3.051
87 H -0.443 0.076 3.558

Record 2
This record from the OMol25 dataset describes a structure of composition C39H35As2IrN9O2S. The level of theory is ωB97M-V/def2-TZVPD.

Computed properties:
- strongest force on any atom (eV/Å) = 0.73
- total charge = +3
- gap between HOMO and LUMO (alpha / beta) (hartree) = 0.25020 / 0.22138
- spin multiplicity = 5
- energy relative to the best compared isomer or geometry (same formula, charge and spin) (kcal/mol) = 0.0
- <S²> = 6.01
- lowest unoccupied orbital energy (alpha / beta) (eV) = -8.10 / -10.23
- highest occupied orbital energy (alpha / beta) (Ha) = -0.548 / -0.597

Atoms and positions in Å:
1 Ir 0.808 -0.465 -0.548
2 N 3.477 -0.792 0.384
3 N 4.099 -1.536 -0.621
4 C 3.369 -2.211 -1.521
5 N 3.982 -3.018 -2.359
6 N 2.031 -1.986 -1.487
7 N 1.177 -2.880 -2.112
8 O 1.550 -3.659 -2.943
9 O 0.022 -2.759 -1.722
10 H 3.897 0.131 0.419
11 H 3.592 -1.261 1.280
12 H 5.100 -1.677 -0.584
13 H 4.974 -3.191 -2.279
14 H 3.456 -3.530 -3.051
15 C -2.109 -1.745 1.493
16 C -1.365 -0.946 2.551
17 As 0.509 -0.768 2.021
18 C 1.276 -2.431 2.609
19 C 1.518 -3.462 1.705
20 C 1.978 -4.691 2.164
21 C 2.196 -4.885 3.521
22 C 1.943 -3.859 4.425
23 C 1.480 -2.632 3.975
24 C 1.267 0.587 3.144
25 C 0.545 1.755 3.379
26 C 1.127 2.791 4.097
27 C 2.433 2.672 4.559
28 C 3.156 1.510 4.317
29 C 2.576 0.467 3.607
30 As -1.954 -0.790 -0.201
31 C -3.052 -1.702 -1.470
32 C -3.091 -3.095 -1.458
33 C -3.902 -3.764 -2.359
34 C -4.663 -3.047 -3.275
35 C -4.616 -1.657 -3.290
36 C -3.809 -0.979 -2.392
37 C -2.776 0.903 0.163
38 C -1.984 2.004 0.480
39 C -2.582 3.212 0.812
40 C -3.967 3.317 0.827
41 C -4.756 2.215 0.517
42 C -4.166 1.004 0.186
43 H -3.173 -1.824 1.719
44 H -1.702 -2.751 1.378
45 H -1.370 -1.450 3.518
46 H -1.796 0.048 2.676
47 H 1.318 -3.321 0.651
48 H 2.153 -5.499 1.466
49 H 2.553 -5.841 3.878
50 H 2.099 -4.018 5.484
51 H 1.274 -1.843 4.689
52 H -0.472 1.865 3.019
53 H 0.559 3.688 4.305
54 H 2.883 3.480 5.121
55 H 4.163 1.408 4.699
56 H 3.132 -0.453 3.461
57 H -2.499 -3.665 -0.752
58 H -3.947 -4.845 -2.344
59 H -5.298 -3.572 -3.976
60 H -5.223 -1.102 -3.994
61 H -3.787 0.105 -2.398
62 H -0.904 1.924 0.479
63 H -1.970 4.070 1.061
64 H -4.435 4.258 1.082
65 H -5.834 2.298 0.533
66 H -4.790 0.152 -0.056
67 S 0.142 6.248 -4.314
68 N 0.921 5.907 -2.951
69 C 0.744 4.613 -2.724
70 C 1.264 3.874 -1.593
71 C 2.041 4.460 -0.589
72 C 2.496 3.674 0.446
73 C 2.163 2.325 0.458
74 N 1.431 1.751 -0.495
75 C 0.976 2.510 -1.515
76 C 0.176 1.854 -2.540
77 N -0.071 0.538 -2.386
78 C -0.748 -0.120 -3.326
79 C -1.232 0.506 -4.469
80 C -1.021 1.856 -4.626
81 C -0.303 2.552 -3.647
82 C -0.017 3.969 -3.726
83 N -0.403 4.786 -4.696
84 H 2.272 5.516 -0.648
85 H 3.100 4.080 1.245
86 H 2.484 1.695 1.276
87 H -0.926 -1.176 -3.153
88 H -1.774 -0.075 -5.202
89 H -1.394 2.394 -5.489

Record 3
This record from the OMol25 dataset describes a structure of composition C39H35ClN2RuSi2 in a non-equilibrium geometry. The level of theory is ωB97M-V/def2-TZVPD.

Computed properties:
- strongest force on any atom (eV/Å) = 3.50
- total charge = +2
- gap between HOMO and LUMO (alpha / beta) (hartree) = 0.22547 / 0.12374
- spin multiplicity = 5
- energy relative to the best compared isomer or geometry (same formula, charge and spin) (kcal/mol) = 6.5
- <S²> = 6.06
- lowest unoccupied orbital energy (alpha / beta) (eV) = -6.36 / -9.62
- highest occupied orbital energy (alpha / beta) (Ha) = -0.459 / -0.477

Atoms and positions in Å:
1 C 3.590 1.504 -2.479
2 C 2.870 0.294 -2.353
3 C 1.476 0.620 -2.185
4 H 3.266 -0.705 -2.486
5 C 1.393 2.078 -2.066
6 C 2.721 2.584 -2.300
7 H 2.961 3.636 -2.411
8 H 4.639 1.593 -2.749
9 H 0.648 -0.041 -2.391
10 H 0.467 2.632 -2.143
11 Ru 1.733 1.131 -0.222
12 Si -0.587 0.113 0.716
13 C 0.471 -1.557 0.497
14 C 0.684 -2.218 1.718
15 H 0.553 -1.665 2.646
16 C 0.969 -3.587 1.769
17 H 1.045 -4.096 2.735
18 C 1.138 -4.322 0.591
19 H 1.335 -5.399 0.636
20 C 1.036 -3.662 -0.634
21 H 1.209 -4.214 -1.564
22 C 0.702 -2.298 -0.674
23 H 0.641 -1.828 -1.653
24 C -1.484 0.466 -1.075
25 C -1.973 -0.513 -1.964
26 H -1.658 -1.551 -1.861
27 C -2.927 -0.170 -2.937
28 H -3.382 -0.956 -3.551
29 C -3.293 1.163 -3.139
30 H -4.020 1.439 -3.903
31 C -2.716 2.150 -2.342
32 H -2.942 3.206 -2.503
33 C -1.838 1.802 -1.312
34 H -1.451 2.580 -0.653
35 H 0.271 1.563 0.315
36 Si -2.507 -0.678 1.463
37 C -4.097 -0.023 0.787
38 C -5.011 -0.973 0.306
39 H -4.884 -2.024 0.574
40 C -6.054 -0.568 -0.526
41 H -6.706 -1.320 -0.981
42 C -6.262 0.798 -0.753
43 H -7.082 1.127 -1.392
44 C -5.430 1.753 -0.160
45 H -5.609 2.816 -0.336
46 C -4.353 1.352 0.632
47 H -3.678 2.080 1.093
48 C -2.593 -2.516 1.649
49 C -2.560 -3.253 0.459
50 H -2.540 -2.746 -0.506
51 C -2.565 -4.646 0.518
52 H -2.534 -5.213 -0.416
53 C -2.628 -5.282 1.761
54 H -2.641 -6.371 1.795
55 C -2.671 -4.541 2.949
56 H -2.732 -5.059 3.912
57 C -2.632 -3.147 2.906
58 H -2.629 -2.542 3.815
59 H -2.287 -0.144 2.851
60 Cl -0.222 1.276 2.603
61 C 5.526 -0.837 0.772
62 C 6.362 0.201 1.190
63 C 5.851 1.493 1.261
64 C 4.500 1.711 0.949
65 N 3.687 0.678 0.578
66 C 4.195 -0.565 0.458
67 C 3.853 3.018 0.928
68 C 4.517 4.219 1.201
69 C 3.855 5.434 1.055
70 C 2.538 5.410 0.604
71 C 1.914 4.186 0.351
72 N 2.542 3.011 0.547
73 H 5.885 -1.860 0.691
74 H 7.401 0.022 1.459
75 H 6.451 2.358 1.551
76 H 3.514 -1.353 0.123
77 H 5.553 4.153 1.519
78 H 4.357 6.373 1.280
79 H 1.961 6.313 0.432
80 H 0.893 4.107 -0.026